Below is C46H41BiBrN10O4 as an isolated structure at a distorted geometry, with properties calculated with the ωB97M-V functional and the def2-TZVPD basis.

Cartesian coordinates (Å):
Bi (14.716998, 0.910383, 17.428551)
O (15.095544, 4.872399, 21.809975)
C (16.339571, 4.179713, 21.672052)
C (17.090229, 4.144396, 22.819200)
C (18.259113, 3.436108, 22.937617)
C (18.774808, 2.833799, 21.758154)
C (17.991313, 2.813598, 20.610875)
C (16.689192, 3.329037, 20.642687)
C (15.622514, 2.926016, 19.600184)
O (16.136139, 2.135421, 18.551799)
N (14.605292, 2.168839, 20.296904)
N (14.185880, 0.977896, 19.827550)
C (13.297950, 0.412122, 20.697682)
C (12.542276, -0.732253, 20.429716)
Br (12.693750, -1.702376, 18.875259)
C (11.537874, -1.157649, 21.252056)
C (10.813828, -0.277565, 22.160814)
C (10.300938, -0.771761, 23.378967)
C (9.555729, 0.060113, 24.181081)
C (9.218476, 1.411113, 23.778555)
C (9.613318, 1.853975, 22.548656)
C (10.372378, 1.011340, 21.736947)
H (14.666651, 5.124451, 20.944981)
H (16.533051, 4.587346, 23.654231)
H (18.703382, 3.483768, 23.916900)
H (19.765596, 2.323008, 21.749815)
H (18.342176, 2.297175, 19.736092)
H (15.176943, 3.812524, 19.197836)
H (14.131536, 2.597614, 21.079102)
H (13.239593, 0.894981, 21.674845)
H (11.209156, -2.189659, 21.222557)
H (10.534852, -1.803833, 23.639607)
H (9.261466, -0.337423, 25.152914)
H (8.702150, 2.013709, 24.515597)
H (9.268227, 2.800292, 22.118786)
H (10.612820, 1.403350, 20.748393)
N (9.454110, -4.193556, 16.003835)
C (9.568921, -3.544353, 14.881727)
N (9.601863, -2.236608, 14.752796)
C (9.474454, -1.502486, 15.851929)
N (9.707285, -0.179469, 15.953007)
N (10.164654, 0.293226, 14.810918)
C (10.227501, 1.611741, 14.697983)
C (11.061563, 2.276468, 13.699521)
C (11.621710, 3.563283, 13.829993)
C (12.324374, 4.166037, 12.782864)
C (12.469596, 3.435810, 11.606733)
C (11.817976, 2.176362, 11.531300)
N (11.208743, 1.611634, 12.577481)
C (9.109856, -2.077659, 17.152048)
C (8.881719, -1.324345, 18.352261)
C (8.878795, -1.998204, 19.562881)
C (8.896181, -3.424872, 19.646846)
C (9.015270, -4.166988, 18.470849)
C (9.203429, -3.502383, 17.237358)
H (9.452091, -5.204462, 16.024295)
H (9.650336, -4.072040, 13.933016)
H (9.723571, 2.213286, 15.448989)
H (11.554820, 3.987737, 14.826119)
H (12.758827, 5.151506, 12.909598)
H (12.992996, 3.765619, 10.727141)
H (11.889246, 1.561721, 10.591574)
H (8.763369, -0.243316, 18.274229)
H (8.865644, -1.420864, 20.475237)
H (8.973275, -3.878310, 20.617570)
H (9.137500, -5.245671, 18.602845)
O (17.072495, 8.436671, 16.245712)
N (16.292708, 7.826050, 16.979165)
O (15.649255, 8.328224, 17.934294)
C (16.061558, 6.446759, 16.637076)
C (16.795757, 5.915976, 15.589130)
C (16.617853, 4.585096, 15.167662)
C (17.376197, 4.052750, 14.151615)
C (17.250675, 2.674638, 13.872304)
C (16.409352, 1.911955, 14.650239)
N (15.602842, 2.378790, 15.667133)
C (15.648598, 3.738437, 15.863566)
C (14.785071, 4.393166, 16.812524)
N (13.584531, 3.740397, 17.075952)
C (12.761246, 4.231639, 17.974714)
C (13.004423, 5.436767, 18.652836)
C (14.161624, 6.196300, 18.338137)
C (15.049860, 5.749889, 17.310937)
H (17.540466, 6.667462, 15.149915)
H (18.022160, 4.690710, 13.543623)
H (17.814274, 2.147240, 13.110476)
H (16.290311, 0.866530, 14.399636)
H (11.908645, 3.569197, 18.213917)
H (12.321654, 5.812645, 19.404523)
H (14.320373, 7.046415, 18.956844)
C (17.220704, -3.168934, 16.658342)
C (15.944049, -2.334522, 16.900268)
C (15.012294, -2.562756, 15.659480)
C (16.264326, -0.850677, 17.205111)
H (17.032038, -4.257480, 16.702955)
H (17.972439, -2.941386, 17.454409)
H (17.615401, -3.075571, 15.642249)
H (15.322029, -2.667605, 17.775214)
H (13.917803, -2.499697, 15.918574)
H (15.091756, -1.824135, 14.837970)
H (15.169540, -3.548846, 15.278989)
H (16.907874, -0.329311, 16.450253)
H (16.776428, -0.791464, 18.150129)

Force components x, y, z for each atom (eV/Å):
-0.008 -0.458 0.511
0.313 -0.540 -1.449
-1.514 -0.193 -0.116
-1.075 0.604 1.124
0.168 0.202 -1.169
0.634 -0.032 0.803
-0.306 -0.316 0.889
-0.197 0.246 -1.553
1.522 -0.916 -0.498
-0.575 0.025 0.040
0.170 -0.186 -0.202
-2.960 -0.695 3.369
3.009 2.118 -2.445
-2.018 -1.047 1.417
0.870 -0.591 -1.258
0.760 0.623 -0.074
-1.034 0.948 -0.020
0.404 0.345 -0.719
-0.289 1.178 0.091
0.477 -2.176 1.614
-0.155 -0.073 -0.824
0.755 -0.487 0.072
1.064 -0.520 1.119
0.854 0.076 0.039
0.589 -0.476 -0.071
-0.915 0.574 0.071
-0.096 -0.194 -0.207
-0.430 0.763 -0.321
0.019 -0.109 0.043
-0.348 -0.291 -0.170
-0.097 0.060 -0.368
-0.104 0.283 0.235
-0.189 0.388 -0.217
-0.182 0.110 -0.319
0.248 -0.231 0.430
0.158 -0.424 0.078
-0.475 -0.973 2.991
0.208 2.487 -2.240
0.018 -1.814 -1.028
-0.089 3.290 2.621
-1.332 -2.288 0.223
1.818 3.666 -2.084
-0.087 -2.424 1.546
0.011 0.697 -0.755
-0.148 -0.363 0.709
-0.090 -0.807 0.320
-1.142 -1.030 -0.071
1.045 0.004 0.205
0.011 -0.543 -2.254
0.183 -1.621 0.918
0.321 -1.092 -0.914
-0.397 -0.712 -0.134
0.659 1.606 -1.461
0.653 0.052 0.445
-0.534 0.908 -0.108
-0.006 0.158 -0.087
0.014 -0.445 0.403
0.112 0.207 0.277
-0.061 0.498 -0.206
0.004 -0.085 -0.029
0.118 0.402 -0.043
-0.141 0.691 1.072
0.236 -0.372 0.065
-0.263 0.031 0.115
-0.317 -0.327 0.138
-0.187 0.242 -0.506
-0.927 -0.216 1.335
-0.010 2.350 0.416
1.788 -0.832 -2.111
1.151 -0.649 -0.956
0.090 2.700 0.947
-1.287 -0.980 1.234
0.412 -1.826 -1.279
0.285 1.279 0.210
-1.622 0.243 1.334
1.521 1.295 -2.011
1.456 0.082 -0.468
-2.158 1.089 0.501
2.098 0.201 0.341
-0.173 -0.359 0.091
1.653 0.656 -0.584
-1.651 -1.861 0.157
-1.703 -2.689 0.004
-1.122 -1.603 0.353
-0.046 -0.228 0.359
-0.021 0.385 -0.047
0.108 -0.177 0.319
0.229 0.710 -0.225
0.037 -0.109 0.012
0.263 0.615 -0.208
0.158 -0.376 1.186
-1.429 0.297 -0.794
-1.258 1.280 0.723
0.114 0.920 -0.732
-0.274 0.436 0.335
-0.291 -0.169 -0.901
0.135 0.691 0.219
1.029 -0.154 -0.587
0.911 -0.077 0.043
0.528 -0.339 0.329
0.099 -0.591 -0.425
-0.147 -0.781 0.382
0.394 0.155 0.425

Total charge: +1
Orbital gap (eV): 5.07
HOMO energy (Ha): -0.33536
Energy relative to the best compared isomer or geometry (same formula, charge and spin) (kJ/mol): 18.1

=====

Below is C46H41N2O2PPdS as an isolated structure, with properties calculated with the ωB97M-V functional and the def2-TZVPD basis.

Cartesian coordinates (Å):
Pd (1.078325, -0.122570, 0.982412)
O (3.502863, -1.194018, -0.522899)
C (2.893240, -0.279073, 0.069738)
C (3.516172, 1.117853, -0.109364)
C (4.894823, 1.310140, -0.134943)
C (5.424594, 2.593872, -0.150419)
C (4.578568, 3.699783, -0.177414)
C (3.199280, 3.514326, -0.203287)
C (2.666056, 2.232262, -0.164950)
P (0.869290, 1.814059, -0.274478)
C (0.605711, 2.254287, -2.048751)
C (1.628922, 2.279855, -2.998344)
C (1.343499, 2.402194, -4.354969)
C (0.034598, 2.513388, -4.795755)
C (-1.000204, 2.483531, -3.863621)
C (-0.716519, 2.339331, -2.516443)
C (0.101924, 3.267549, 0.569871)
C (-0.066686, 3.117553, 1.950027)
C (-0.684746, 4.102643, 2.703926)
C (-1.164300, 5.257074, 2.092764)
C (-1.011704, 5.413385, 0.722436)
C (-0.381237, 4.428853, -0.030257)
H (5.535857, 0.434798, -0.129674)
H (6.501119, 2.736693, -0.139872)
H (4.989845, 4.703576, -0.184937)
H (2.537966, 4.373246, -0.256578)
H (2.659021, 2.197210, -2.675391)
H (2.158494, 2.411845, -5.070714)
H (-0.181914, 2.606692, -5.854001)
H (-2.033677, 2.539489, -4.185237)
H (-1.536351, 2.268764, -1.809602)
H (0.262389, 2.191448, 2.413340)
H (-0.813706, 3.954539, 3.769698)
H (-1.660879, 6.022097, 2.679098)
H (-1.384475, 6.305738, 0.230999)
H (-0.269356, 4.570912, -1.099299)
C (-5.344105, 1.993172, 1.471250)
C (-4.142407, 2.333553, 0.588704)
C (-3.997837, 1.432234, -0.613902)
C (-4.781839, 1.663232, -1.744335)
C (-4.614269, 0.920895, -2.899224)
C (-3.620311, -0.052462, -2.949823)
C (-2.814190, -0.308975, -1.854283)
C (-1.676044, -1.296115, -1.865413)
C (-1.177226, -1.706155, -3.243183)
C (-3.035787, 0.411673, -0.659676)
N (-2.157042, 0.189710, 0.391420)
C (-2.543634, -0.268951, 1.518748)
C (-1.699244, -0.479663, 2.660132)
C (-2.168072, -0.829883, 3.935768)
C (-1.040766, -0.882915, 4.762316)
C (0.049011, -0.591852, 3.928855)
N (-0.336875, -0.347797, 2.665470)
H (-5.432482, 2.698908, 2.300882)
H (-5.245727, 0.991333, 1.890919)
H (-6.272859, 2.022269, 0.895652)
H (-3.227355, 2.297826, 1.183328)
H (-4.244727, 3.363902, 0.234298)
H (-5.519544, 2.460408, -1.712865)
H (-5.227174, 1.119497, -3.771561)
H (-3.452784, -0.596383, -3.872273)
H (-1.957251, -2.179106, -1.284127)
H (-0.853536, -0.855363, -1.278917)
H (-1.921647, -2.280600, -3.802989)
H (-0.286962, -2.330359, -3.144822)
H (-0.905364, -0.830385, -3.839442)
H (-3.600528, -0.536378, 1.676128)
H (-3.201397, -1.000447, 4.205430)
H (-1.002845, -1.118803, 5.816449)
H (1.099345, -0.580156, 4.182323)
O (-0.678333, -3.414578, 0.539578)
S (0.729993, -2.977807, 0.293231)
C (1.473566, -4.358133, -0.631631)
C (0.753416, -5.531433, -0.783159)
C (1.292958, -6.566273, -1.538146)
C (2.533710, -6.414250, -2.140859)
C (3.233360, -5.220336, -2.000799)
C (2.703719, -4.176860, -1.252244)
C (1.602885, -3.323354, 1.839421)
C (0.842754, -3.779960, 2.897302)
C (1.464565, -4.031792, 4.117090)
C (2.826141, -3.820804, 4.258819)
C (3.571202, -3.336598, 3.184918)
C (2.962658, -3.071627, 1.971163)
H (-0.218771, -5.603828, -0.310024)
H (0.741717, -7.492015, -1.659142)
H (2.950512, -7.221299, -2.732853)
H (4.192510, -5.093720, -2.488711)
H (3.211502, -3.222516, -1.152110)
H (-0.224887, -3.895588, 2.763486)
H (0.871578, -4.365490, 4.959927)
H (3.307443, -4.006407, 5.212343)
H (4.628702, -3.133364, 3.306304)
H (3.503805, -2.631152, 1.141731)

Force components x, y, z for each atom (eV/Å):
-0.009 0.044 0.005
0.005 -0.041 -0.011
0.254 0.244 -0.027
-0.207 0.007 -0.001
0.000 0.064 -0.003
-0.029 -0.005 0.005
0.030 -0.012 -0.001
0.009 -0.086 0.020
0.106 -0.098 0.014
0.030 0.047 0.009
-0.180 -0.046 0.066
0.001 0.011 -0.111
0.074 0.000 0.065
-0.073 0.006 -0.026
0.051 -0.028 0.024
0.058 0.024 -0.003
0.033 -0.116 -0.036
-0.052 -0.023 0.033
-0.015 0.034 -0.018
0.012 -0.029 0.022
0.004 -0.012 -0.014
0.029 0.059 -0.059
-0.004 -0.004 0.000
-0.002 0.018 -0.003
0.015 -0.004 -0.001
-0.015 -0.006 0.001
0.005 -0.004 -0.021
0.005 -0.003 0.002
-0.005 0.002 0.001
-0.009 0.002 0.001
0.010 0.022 0.010
-0.008 0.014 0.008
0.000 0.003 0.007
-0.005 0.000 0.000
-0.003 0.004 0.003
-0.004 -0.025 0.012
0.013 -0.006 0.011
0.011 0.001 0.017
0.010 0.010 -0.038
-0.009 0.003 -0.001
-0.045 0.048 -0.018
0.050 -0.038 -0.026
0.011 -0.031 0.073
0.122 0.061 0.087
0.004 0.014 -0.019
-0.001 0.037 0.109
-0.051 -0.067 0.106
0.125 0.044 -0.104
-0.104 -0.080 -0.008
0.035 0.089 -0.017
0.023 -0.037 -0.031
-0.005 -0.002 0.029
-0.057 0.014 -0.037
-0.001 0.003 0.000
-0.001 0.002 0.003
-0.004 0.000 -0.010
-0.017 0.007 -0.021
-0.006 0.011 -0.003
-0.002 0.004 -0.010
-0.002 0.001 0.005
-0.002 0.000 0.005
0.012 -0.013 0.012
-0.126 -0.023 -0.149
-0.004 0.003 0.000
-0.008 -0.002 0.005
0.000 -0.001 0.009
0.020 -0.011 0.005
-0.015 0.003 0.000
0.008 -0.008 -0.002
0.016 0.002 -0.002
0.068 -0.036 -0.052
-0.173 -0.056 0.133
0.049 0.019 -0.005
0.037 -0.002 -0.013
-0.078 0.027 0.060
0.062 0.030 -0.025
-0.029 0.000 0.019
-0.017 -0.088 -0.044
-0.055 -0.048 -0.042
0.015 -0.028 0.046
-0.008 0.015 -0.035
-0.009 0.011 -0.028
0.014 -0.017 0.040
-0.032 0.034 -0.050
-0.001 -0.005 -0.004
-0.007 0.002 0.003
0.002 0.004 0.001
0.004 -0.002 -0.003
0.026 0.049 0.028
-0.011 -0.001 0.000
-0.003 -0.003 0.007
0.006 0.001 0.004
-0.001 0.001 0.001
0.025 -0.006 0.004

Total charge: -2
Orbital gap (eV): 3.78
HOMO energy (Ha): 0.02487
Energy relative to the best compared isomer or geometry (same formula, charge and spin) (kJ/mol): 0.0